Molecular formula: C26H28BrCdIN6O4
Method: DFT, the ωB97M-V functional and the def2-TZVPD basis

Last column: Löwdin charge in e.
Element x y z (Å)
1 Cd 0.53355 -0.26156 0.47392  1.318
2 N -2.10298 -1.08854 3.80919  0.182
3 C -0.99783 -1.72770 3.36745  -0.577
4 O -1.07085 -2.85969 2.88137  -0.046
5 C 0.30272 -0.98292 3.55208  -0.268
6 C 1.25730 -1.11826 2.36631  -0.316
7 H -2.98528 -1.52988 3.61179  0.096
8 H -2.10020 -0.08478 3.92878  0.060
9 H 0.71240 -1.36912 4.50094  0.104
10 H 0.05952 0.06780 3.71703  0.065
11 H 1.49794 -2.17284 2.20520  -0.010
12 H 2.19107 -0.60231 2.60742  -0.006
13 O -4.85199 -2.11119 -2.50295  0.047
14 C -3.89494 -1.57068 -1.69128  -0.321
15 C -3.32471 -2.28062 -0.64516  -0.007
16 C -2.35595 -1.65314 0.11451  -0.139
17 N -1.95519 -0.39693 -0.10553  -0.007
18 C -2.51453 0.25370 -1.10407  -0.744
19 Br -1.92216 2.01481 -1.43211  0.762
20 C -3.49360 -0.27197 -1.93536  -0.056
21 H -4.98348 -3.02982 -2.24513  0.097
22 H -3.61244 -3.30463 -0.43373  0.110
23 H -1.87850 -2.16819 0.94037  0.070
24 H -3.90807 0.30040 -2.75097  0.104
25 I 2.59734 -4.01614 -4.03047  0.809
26 C 1.55900 -4.10282 -2.21683  -0.711
27 C 1.31417 -5.32074 -1.61044  -0.176
28 C 0.62600 -5.32381 -0.40692  -0.081
29 C 0.21165 -4.10920 0.12775  -0.146
30 N 0.44909 -2.95034 -0.47649  0.046
31 C 1.11452 -2.92289 -1.62688  -0.207
32 H 1.65769 -6.24400 -2.05985  0.082
33 H 0.41815 -6.25187 0.11123  0.092
34 H -0.29727 -4.04775 1.08658  0.084
35 H 1.25032 -1.91510 -2.04134  0.044
36 C 0.15658 4.73457 1.32893  -0.040
37 N -0.56980 4.09122 2.40658  -0.071
38 C -1.15039 4.79415 3.41387  -0.109
39 C -1.79330 4.17940 4.41860  -0.031
40 C -1.84634 2.71232 4.42286  -0.554
41 O -2.39009 2.10893 5.36364  -0.063
42 N -1.27909 2.04231 3.38461  0.152
43 C -0.64373 2.67314 2.38706  -0.526
44 O -0.09014 2.14094 1.41788  -0.118
45 H 0.19671 5.80621 1.52873  0.075
46 H -0.32777 4.55654 0.36887  0.080
47 H 1.16608 4.33327 1.25411  0.087
48 H -1.06344 5.87330 3.34705  0.107
49 H -2.25812 4.73394 5.21994  0.085
50 C 3.02171 1.62702 -0.25468  -0.126
51 C 2.87201 1.48885 -1.74201  -0.260
52 C 3.77992 2.10212 -2.58479  -0.144
53 C 3.70595 2.02700 -3.97957  -0.192
54 C 2.63899 1.29234 -4.51402  -0.143
55 C 1.70328 0.65896 -3.72430  -0.262
56 C 0.55721 -0.08797 -4.34339  -0.110
57 C 1.76112 0.68974 -2.25798  -0.458
58 N 0.86546 0.03516 -1.56081  -0.194
59 H 3.84291 2.30985 -0.01335  0.055
60 H 3.22782 0.66423 0.23001  0.044
61 H 2.10693 2.01014 0.21267  0.025
62 H 4.58981 2.67546 -2.13241  0.078
63 H 4.43716 2.51374 -4.61507  0.047
64 H 2.53584 1.21879 -5.59749  0.078
65 H 0.65949 -0.12492 -5.43374  0.054
66 H -0.40277 0.37855 -4.08847  0.051
67 H 0.48750 -1.10655 -3.94978  0.031

- Total charge: -2
- Energy above the lowest of the compared OMol25 structures with the same formula, charge and spin: 0.000 eV
- E: -4676.55160 Eh
- Kohn-Sham gap: 3.38 eV
- LUMO: 3.8 eV
- HOMO: 0.41 eV